[1]
Molecular formula: C4H16NO3
Method: DFT, wB97M-V/def2-TZVPD

* energy: -442.155069 Eh
* ΔE to the lowest compared entry with this formula, charge and spin: 68.73 kcal/mol
* HOMO energy: -12.97 eV
* net charge: +1
* LUMO energy: -3.29 eV
* frontier orbital gap: 0.356 Eh

Structure (XYZ):
```
24
Properties=species:S:1:pos:R:3:forces:R:3
C 0.36978 -0.44280 0.01009 1.9 -1.9 4.7
C 0.16730 0.71017 -0.82404 -0.9 1.6 -4.6
C 0.99573 1.95725 -0.54889 1.0 0.0 -0.5
C 2.47855 1.56162 -0.40008 1.0 -0.5 -1.4
O 3.24470 1.84285 -1.53472 0.5 2.0 -1.2
N -0.91715 -0.84756 0.70985 2.4 3.1 2.1
H 1.14389 -0.10947 0.95828 -2.1 -1.3 -2.6
H 0.82325 -1.36128 -0.48832 -0.8 1.3 0.7
H 0.41232 0.25341 -1.85936 0.2 1.5 1.1
H -0.84661 1.10558 -1.12622 0.3 -1.0 1.2
H 0.78350 2.58583 0.31577 -0.8 -0.6 0.4
H 0.78206 2.64220 -1.40798 0.9 -0.5 0.6
H 3.04920 2.06075 0.34346 -0.3 0.8 1.2
H 2.74321 0.51684 -0.24776 -1.1 -0.5 0.7
H 3.42813 1.13309 -2.12818 -0.2 -0.9 -0.3
H -1.20964 -0.02456 1.28982 -0.1 -0.7 -1.0
H -0.77451 -1.50478 1.45901 0.0 -0.9 -0.1
H -1.65092 -1.13777 0.10813 -1.1 -0.8 -0.7
H -2.97119 -2.04765 -1.36625 1.9 -2.1 3.2
H -2.88096 -3.08948 -0.07696 -1.4 -1.3 0.6
O -2.38485 -2.46220 -0.55040 -1.1 2.9 -4.5
H -2.54646 -1.07711 3.47309 -0.2 0.1 2.7
H -3.37373 -1.80729 2.39267 -2.4 -1.7 0.1
O -2.67981 -1.24601 2.58128 2.4 1.6 -2.4
```
Forces are in eV/Å.

=====

[2]
Molecular formula: C4H16NO7
Method: DFT, wB97M-V/def2-TZVPD

* energy: -743.405405 Eh
* ΔE to the lowest compared entry with this formula, charge and spin: 94.69 kcal/mol
* HOMO energy: -4.29 eV
* net charge: -1
* LUMO energy: 3.01 eV
* frontier orbital gap: 0.268 Eh

Structure (XYZ):
```
28
Properties=species:S:1:pos:R:3:forces:R:3
O 2.21378 -0.07886 1.19793 2.0 2.5 1.6
C 1.64394 -1.03943 0.67106 -1.8 -1.1 -0.9
C 0.09920 -1.18497 0.97650 -1.4 0.2 -3.8
C -0.33376 -0.55864 2.26771 0.0 -0.1 0.7
O 0.75111 -0.59353 3.12182 2.3 0.3 3.3
N -0.58797 -0.45838 -0.32436 1.8 2.0 3.4
C 0.59359 0.05094 -1.05259 -0.4 2.3 2.4
O 1.60087 -0.81273 -0.85996 1.4 -2.3 -0.4
H 2.05552 -2.03996 0.76054 0.7 -0.7 -0.2
H -0.19385 -2.28936 0.89575 0.3 1.5 0.2
H -0.81283 0.46940 2.26494 0.3 -1.2 -0.6
H -0.99551 -1.32100 2.75772 -0.2 1.1 -0.4
H 1.66127 -0.14642 2.94514 -2.8 -0.8 -1.4
H -0.96624 -1.15732 -0.82978 -1.3 -3.2 -2.2
H 0.90585 0.99680 -0.45663 -0.7 -0.8 -1.5
H 0.42999 0.19123 -2.10954 -0.4 0.4 -0.2
H -1.54560 1.56217 -0.24048 1.4 -2.1 -0.7
H -3.00572 1.93898 -0.08003 0.6 -0.1 0.0
O -2.09584 2.20762 0.13346 -2.7 1.6 1.0
H 0.17472 3.16406 0.05316 0.5 -1.5 2.3
H -1.14789 3.44651 -0.75608 1.0 -0.3 0.8
O -0.18829 3.60356 -0.66072 -0.7 2.4 -3.3
H -3.97257 -0.43582 -0.67273 0.2 0.7 -1.3
H -2.58886 -0.08620 -0.97020 0.3 0.3 -0.5
O -3.46451 0.02876 -1.39266 -0.5 -1.0 1.9
H 1.49315 -1.81057 -2.20721 -0.7 -0.5 -1.2
H 1.08084 -1.25095 -3.51833 -0.2 3.7 -2.1
O 1.12358 -2.05861 -3.13259 0.9 -3.5 3.1
```
Forces are in eV/Å.

=====

[3]
Molecular formula: C4H16NO7S
Method: DFT, wB97M-V/def2-TZVPD

* energy: -1141.702459 Eh
* ΔE to the lowest compared entry with this formula, charge and spin: 0.00 kcal/mol
* HOMO energy: -3.87 eV
* net charge: -1
* LUMO energy: 3.09 eV
* frontier orbital gap: 0.256 Eh

Structure (XYZ):
```
29
Properties=species:S:1:pos:R:3:forces:R:3
O 1.40926 3.12537 -1.35825 0.5 -0.4 -0.7
C 0.75801 2.11676 -1.55189 -0.9 1.3 1.6
N -0.61451 2.31796 -1.76062 -0.2 1.4 -1.0
C -1.59924 1.35851 -1.87689 -1.3 1.4 0.8
O -1.51545 0.24516 -2.31456 0.0 -0.2 0.1
C 1.23465 0.75112 -1.26613 1.6 -1.7 -0.1
C 1.44850 0.37893 0.25579 0.3 2.3 -1.3
S 0.03539 0.79939 1.22822 -1.2 -0.4 0.8
H -0.92746 3.34809 -1.81680 0.8 -2.4 0.5
H -2.54555 1.84814 -1.44519 0.5 -1.0 -0.9
H 0.63997 -0.07344 -1.62598 -0.5 0.3 -0.6
H 2.21333 0.68017 -1.78780 -0.3 0.0 0.3
H 1.78181 -0.64439 0.26214 -0.1 -0.1 0.4
H 2.23784 1.05105 0.58833 0.5 -0.3 0.1
H -1.74819 -1.76493 2.61106 -0.4 0.4 -0.8
H -2.46691 -1.05812 1.39881 0.4 1.2 -0.2
O -2.32805 -1.88296 1.83419 0.2 -1.7 0.9
H -2.82280 1.96579 1.74514 0.3 -0.4 0.7
H -2.16896 2.27059 0.42092 0.0 -0.1 0.6
O -2.98970 2.41010 0.92648 -0.1 0.5 -1.1
H -0.70754 -1.73418 -0.88017 -0.2 0.3 -0.2
H -0.66939 -2.41457 0.44888 -0.4 0.0 0.6
O -0.20714 -2.38421 -0.38564 0.6 -0.3 -0.5
H 0.49740 -1.79710 2.46331 -1.4 0.9 0.0
H 1.76589 -2.31253 2.53264 -0.3 -0.7 1.2
O 0.94101 -2.37644 3.08156 1.7 0.0 -1.3
H 2.01964 -2.06323 -0.54309 0.8 -1.7 -0.2
H 3.40033 -1.66460 -0.59954 1.0 0.1 0.0
O 2.92786 -2.49644 -0.58493 -1.8 1.2 0.1
```
Forces are in eV/Å.

=====

[4]
Molecular formula: C4H16O3
Method: DFT, wB97M-V/def2-TZVPD

* energy: -387.657619 Eh
* ΔE to the lowest compared entry with this formula, charge and spin: 18.86 kcal/mol
* HOMO energy (spin up / spin down): 0.96 / -7.30 eV
* net charge: -1
* LUMO energy (spin up / spin down): 3.36 / 3.40 eV
* multiplicity: 2
* frontier orbital gap (spin up / spin down): 0.088 / 0.393 Eh

Structure (XYZ):
```
23
Properties=species:S:1:pos:R:3:forces:R:3
C 2.53389 0.02074 -1.11558 -0.9 -0.3 -0.6
C -1.12294 -1.33078 -1.01541 0.0 -0.2 -0.7
C 0.29439 -1.05128 -0.53848 -0.4 0.7 0.8
C 0.99307 0.02849 -1.37140 1.0 -0.6 0.4
H 2.84185 -0.96750 -0.77118 0.1 0.1 0.3
H 2.73232 0.79740 -0.38011 0.5 -0.2 0.1
H 3.08619 0.18353 -2.04189 0.1 0.4 0.1
H -1.73979 -1.80178 -0.25379 0.0 -0.1 0.1
H -1.16024 -1.95479 -1.91798 0.2 -0.2 0.1
H -1.60119 -0.40692 -1.34263 -0.1 0.2 0.3
H 0.91078 -1.94523 -0.44187 -0.1 -0.2 -0.3
H 0.20698 -0.68647 0.49554 0.1 0.0 -0.1
H 0.73731 -0.15062 -2.41648 0.1 0.2 -0.1
H 0.68086 1.02716 -1.06130 -0.6 -0.1 -0.3
H -4.43286 -1.49580 0.35244 0.1 0.2 0.2
H -3.32951 -0.69067 1.03918 0.0 0.1 0.0
O -4.12234 -1.21225 1.22490 -0.1 -0.2 -0.2
H 2.85053 0.89338 4.15429 -0.2 -0.2 0.4
H 2.23918 -0.50049 4.65117 0.1 0.5 0.3
O 2.50690 0.03200 3.89905 0.1 -0.3 -0.8
H -1.26482 3.08773 -0.24603 -0.3 0.3 -0.3
H -2.10707 4.35602 -0.11533 0.0 -0.1 0.0
O -1.73349 3.76813 -0.78712 0.3 -0.3 0.3
```
Forces are in eV/Å.

=====

[5]
Molecular formula: C4H16O3
Method: DFT, wB97M-V/def2-TZVPD

* energy: -387.701008 Eh
* ΔE to the lowest compared entry with this formula, charge and spin: 13.66 kcal/mol
* HOMO energy: -10.61 eV
* net charge: 0
* LUMO energy: 0.40 eV
* frontier orbital gap: 0.405 Eh

Structure (XYZ):
```
23
Properties=species:S:1:pos:R:3:forces:R:3
C 0.00684 -0.18815 -1.47034 0.1 -1.6 1.0
C -0.12764 0.22483 0.01136 -0.1 1.1 -0.4
C 1.20120 0.50040 0.71449 0.2 -0.1 -0.3
C -1.01966 1.48271 0.00760 -0.2 -0.8 0.7
H 0.96183 -0.67208 -1.66907 0.3 0.4 -0.1
H -0.66330 -1.02944 -1.62804 -0.5 0.1 -0.3
H -0.22845 0.59962 -2.16409 0.2 0.3 -0.2
H -0.62613 -0.53137 0.61641 -0.1 -0.2 -0.3
H 1.13474 0.38074 1.79577 -0.2 0.2 0.1
H 1.55180 1.50652 0.48543 0.1 0.1 0.1
H 1.96935 -0.19823 0.38610 0.1 -0.1 -0.1
H -2.04744 1.18924 -0.20486 -0.1 0.1 -0.4
H -1.05856 1.90109 0.99889 0.1 0.4 0.5
H -0.67805 2.23331 -0.69395 0.1 0.1 -0.1
H 1.60753 3.34969 -0.97126 -0.1 0.0 -0.2
H 1.91642 3.53216 -2.46129 0.0 0.0 0.0
O 1.19482 3.37566 -1.84525 0.1 0.0 0.2
H -1.89918 -2.68823 2.77456 0.2 0.1 0.0
H -2.72759 -3.20394 1.62330 0.2 0.1 -0.2
O -1.91131 -2.71954 1.81117 -0.4 -0.2 0.2
H -0.29288 -2.91294 0.59833 0.0 0.0 -0.1
H 1.13818 -3.07357 1.04060 0.1 0.0 -0.1
O 0.59746 -3.05849 0.24413 -0.1 0.0 0.2
```
Forces are in eV/Å.

=====

[6]
Molecular formula: C4H16O3S
Method: DFT, wB97M-V/def2-TZVPD

* energy: -785.843526 Eh
* ΔE to the lowest compared entry with this formula, charge and spin: 36.95 kcal/mol
* HOMO energy: -8.68 eV
* net charge: 0
* LUMO energy: 0.53 eV
* frontier orbital gap: 0.338 Eh

Structure (XYZ):
```
24
Properties=species:S:1:pos:R:3:forces:R:3
C -1.69158 -0.50542 2.22903 -0.7 1.8 1.4
C -0.76286 -0.71683 1.07234 0.7 0.6 -2.7
C 0.49446 0.23614 1.03872 -2.0 1.2 1.2
S 0.33625 1.76339 -0.12515 0.2 -1.9 0.7
C 1.71271 1.44896 -1.27735 -0.8 -0.4 -0.5
H -1.23369 -0.51926 3.21624 0.9 -0.3 0.0
H -2.52560 -1.16645 2.42252 -0.2 -0.5 -0.9
H -2.11022 0.52893 2.28099 0.1 -0.6 -0.6
H -0.44554 -1.74954 0.97846 0.2 -0.2 0.3
H -1.18179 -0.48441 0.05114 -0.5 -0.5 1.1
H 0.40998 0.68774 2.05830 1.2 -0.3 -0.8
H 1.41461 -0.28069 0.79829 0.2 0.2 0.2
H 2.57373 1.90258 -0.87078 1.1 0.5 0.3
H 1.41936 1.96429 -2.19145 0.2 0.0 -0.1
H 1.97253 0.40546 -1.54277 -0.7 0.4 0.4
H -0.73353 -4.09101 -3.13858 -2.2 1.0 -1.8
H -0.95072 -2.87988 -4.09803 -1.1 -1.4 0.5
O -1.45460 -3.68982 -3.77294 3.4 0.5 1.4
H 2.28159 2.14447 2.64698 -0.1 0.9 -0.3
H 1.98762 2.65289 4.15016 0.0 1.1 -0.1
O 2.13979 1.93252 3.56149 0.1 -2.0 0.4
H -1.15365 0.85548 -3.16373 1.4 -0.2 -0.8
H -1.63845 -0.37448 -2.94201 -0.8 -1.9 0.4
O -0.86041 -0.06504 -3.38188 -0.6 2.0 0.4
```
Forces are in eV/Å.

=====

[7]
Molecular formula: C4H16O4
Method: DFT, wB97M-V/def2-TZVPD

* energy: -462.911069 Eh
* ΔE to the lowest compared entry with this formula, charge and spin: 31.93 kcal/mol
* HOMO energy: -9.08 eV
* net charge: 0
* LUMO energy: 0.42 eV
* frontier orbital gap: 0.349 Eh

Structure (XYZ):
```
24
Properties=species:S:1:pos:R:3:forces:R:3
C -0.63579 -2.30010 0.37931 -0.2 0.7 0.1
C -1.34864 -2.64781 -0.68584 -0.4 0.1 0.1
C -1.24510 -2.03838 -2.05386 0.3 -0.3 0.3
C -0.51425 -3.08868 1.65869 0.1 0.4 -1.4
H -0.12482 -1.33336 0.37469 0.4 -0.4 -0.3
H -2.08065 -3.44654 -0.59786 0.3 -0.4 0.0
H -0.38095 -1.36491 -2.04552 -0.4 0.2 -0.4
H -1.01059 -2.87288 -2.72394 0.0 0.2 -0.2
H -2.16825 -1.58041 -2.42760 0.3 0.1 0.2
H -0.52160 -2.40935 2.51667 -0.2 -0.6 0.1
H 0.45264 -3.59133 1.56260 0.0 0.0 0.5
H -1.27921 -3.85862 1.58046 -0.1 0.0 0.8
H 0.10211 3.88596 -1.95973 -0.6 -0.3 0.3
H -0.48101 2.35879 -2.01054 -0.2 1.1 0.5
O 0.20430 2.98836 -2.27586 1.1 -0.6 -1.0
H 1.38310 1.97994 -0.02723 -0.1 0.3 0.3
H 0.63106 0.80000 -0.40650 -0.5 -0.7 -0.4
O 0.79422 1.32257 0.37127 0.9 0.3 0.2
H -1.60607 3.46843 -0.33780 0.0 0.1 0.4
H -1.35069 2.20832 0.56090 0.2 0.3 -0.3
O -1.59989 2.51122 -0.32336 -0.7 -0.4 0.0
H 2.98205 0.89374 2.10172 0.1 -0.3 -0.1
H 4.36937 0.79356 2.85217 -0.4 0.0 -0.3
O 3.51072 1.23584 2.82549 0.2 0.3 0.4
```
Forces are in eV/Å.

=====

[8]
Molecular formula: C4H16O4
Method: DFT, wB97M-V/def2-TZVPD

* energy: -462.896356 Eh
* ΔE to the lowest compared entry with this formula, charge and spin: 41.17 kcal/mol
* HOMO energy: -9.39 eV
* net charge: 0
* LUMO energy: 0.44 eV
* frontier orbital gap: 0.361 Eh

Structure (XYZ):
```
24
Properties=species:S:1:pos:R:3:forces:R:3
C 0.70732 1.24767 0.57690 -0.3 -0.4 1.6
C 0.77359 1.59679 2.09958 -0.9 0.3 -0.5
C 0.92021 0.38204 2.92714 1.0 -0.8 0.6
C 0.41775 0.12992 4.13579 -0.5 0.6 -1.2
H 0.28712 2.08891 0.03702 0.8 0.2 -0.5
H 1.73062 0.91812 0.43833 0.2 0.4 -1.2
H 0.10366 0.37942 0.31300 -0.2 0.0 0.4
H -0.08726 2.16365 2.47242 0.1 0.1 -0.2
H 1.66092 2.23062 2.19676 -0.1 0.0 0.2
H 1.61538 -0.33605 2.48986 -0.1 -0.2 0.1
H 0.56310 -0.81639 4.62650 0.1 0.0 0.3
H -0.28078 0.86823 4.51804 0.0 -0.2 0.5
H -1.59759 -3.74932 -5.34149 -0.1 -0.6 1.0
H -1.60737 -3.11924 -6.62517 0.6 0.5 0.0
O -1.10124 -3.07770 -5.79403 -0.6 0.0 -1.0
H -1.95189 6.77726 -2.32640 0.9 0.5 -0.2
H -3.17463 6.06456 -2.17037 -0.8 -0.5 0.0
O -2.56848 6.29641 -2.87133 -0.1 0.0 0.2
H 1.11314 -4.99426 0.99360 -0.1 -0.6 0.6
H 0.11174 -5.70725 1.90231 -1.0 0.0 0.2
O 1.02529 -5.69515 1.66897 1.1 0.5 -0.8
H 0.62188 -2.00436 -1.98550 -0.1 0.5 -0.4
H 0.35114 -0.54362 -2.52399 0.1 0.0 -0.8
O 0.36639 -1.10027 -1.75797 0.0 -0.6 1.2
```
Forces are in eV/Å.

=====

[9]
Molecular formula: C4H16O4
Method: DFT, wB97M-V/def2-TZVPD

* energy: -462.892064 Eh
* ΔE to the lowest compared entry with this formula, charge and spin: 43.86 kcal/mol
* HOMO energy: -9.41 eV
* net charge: 0
* LUMO energy: 0.47 eV
* frontier orbital gap: 0.363 Eh

Structure (XYZ):
```
24
Properties=species:S:1:pos:R:3:forces:R:3
C -0.42142 0.95213 -1.79650 0.7 -0.4 1.5
C -1.60621 0.09844 -2.24248 -1.3 0.0 -0.7
C -2.53711 -0.23974 -1.11495 1.2 1.1 0.2
C -3.35857 -1.24916 -1.03019 -1.5 -1.0 1.0
H 0.52516 0.70974 -2.27583 -0.2 0.6 -0.8
H -0.63473 2.02281 -1.64660 0.0 -0.3 -1.0
H -0.10454 0.73029 -0.76548 -0.5 -0.6 0.0
H -1.43544 -0.84473 -2.77869 0.8 0.3 0.2
H -2.24638 0.63380 -2.96397 0.4 0.3 0.0
H -2.44033 0.47842 -0.29577 -0.2 -0.4 0.2
H -3.91936 -1.43274 -0.12063 0.0 0.4 0.2
H -3.66524 -1.98534 -1.75495 0.7 0.0 -0.7
H 4.28704 0.12138 5.20714 0.1 0.6 -0.1
H 4.63974 -0.00457 3.65562 0.0 0.4 0.4
O 4.38822 -0.46496 4.46207 -0.1 -0.9 -0.3
H 3.84569 -1.63538 -5.84275 -0.3 -0.1 0.1
H 4.72205 -2.27882 -4.73841 -0.2 0.0 0.0
O 4.72886 -1.66557 -5.47769 0.5 0.2 0.0
H -3.97496 1.03209 5.73752 0.1 0.1 0.0
H -2.68446 1.87288 5.69263 -0.1 0.1 0.0
O -3.01334 0.97204 5.72904 0.0 -0.2 0.0
H 1.85923 1.33508 1.04146 0.0 -0.1 -0.3
H 1.44925 0.42553 2.13573 -0.1 -0.4 0.1
O 1.59682 0.41637 1.18366 0.1 0.5 0.3
```
Forces are in eV/Å.

=====

[10]
Molecular formula: C4H17BeFeN8O5
Method: DFT, wB97M-V/def2-TZVPD

* energy: -2254.858524 Eh
* HOMO energy (spin up / spin down): -14.27 / -14.68 eV
* net charge: +2
* LUMO energy (spin up / spin down): -5.43 / -7.33 eV
* multiplicity: 6
* frontier orbital gap (spin up / spin down): 0.325 / 0.270 Eh

Structure (XYZ):
```
36
Properties=species:S:1:pos:R:3:forces:R:3
Be -3.46670 0.65708 -0.21470 1.8 -1.6 -0.5
Fe 0.66737 -0.09294 0.85877 -0.8 1.5 -0.6
O -1.09070 -0.02512 -0.05466 -1.4 0.0 -0.3
H -1.08212 -0.52879 -0.89178 -0.2 0.3 0.7
C 1.38429 2.83224 -0.40394 -0.2 0.1 2.6
O 1.37183 1.60184 -0.17855 0.2 1.0 -1.0
N 2.39426 3.58298 -0.77056 2.8 -0.7 -1.9
N 0.45972 3.70501 0.02001 -3.3 -0.6 1.1
H 3.15675 3.10993 -1.23418 0.3 0.6 0.0
H 2.21373 4.57158 -0.87150 0.8 -0.4 -0.4
H -0.40377 3.32950 0.38535 0.0 0.2 -0.2
H 0.55892 4.70579 -0.07334 -0.3 -0.4 -0.1
C 0.14273 1.88592 3.41387 -0.2 -1.7 2.2
O 0.05017 1.09885 2.48098 0.2 -0.7 -2.8
N 0.11765 3.18265 3.46362 0.0 2.5 -2.0
N 0.18976 1.40411 4.63531 0.3 -1.4 2.5
H 0.16252 3.67007 2.58015 0.1 0.5 0.5
H 0.12898 3.60937 4.37898 0.0 0.6 -0.7
H 0.12203 0.41358 4.82069 0.1 0.3 0.0
H 0.29586 2.05251 5.40240 0.0 -0.7 0.2
C -2.94990 -2.58503 -1.91072 -0.4 1.7 1.6
O -3.29732 -1.40568 -1.61318 0.4 -0.3 -0.5
N -3.68416 -3.61857 -1.62150 -2.6 -1.4 1.2
N -1.78112 -2.93116 -2.41142 2.4 1.1 -1.2
H -3.41309 -4.58280 -1.75139 -0.2 0.3 -0.1
H -4.49631 -3.40356 -1.06087 -0.1 -0.4 -0.2
H -1.21217 -2.15140 -2.70869 0.2 -0.5 -0.1
H -1.40599 -3.86360 -2.31170 -0.1 0.4 -0.3
C 1.77733 -2.08452 -1.18629 2.0 -4.0 -1.7
O 1.67625 -1.14836 -0.48163 -1.2 4.2 4.5
N 1.81743 -1.99686 -2.46739 -0.9 1.3 -4.1
N 2.10943 -3.32142 -0.86332 -0.2 -2.2 2.5
H 1.41973 -1.16096 -2.87139 0.5 -0.2 -0.6
H 1.95654 -2.87511 -2.94639 -0.3 0.9 -0.9
H 1.90302 -3.64485 0.07097 0.4 -0.2 -0.2
H 2.20704 -3.99228 -1.61199 0.0 -0.2 0.8
```
Forces are in eV/Å.

=====

> What is the energy in the first record?

-442.155069 Eh

=====

> The lowest energy belongs to which entry?

C4H17BeFeN8O5

=====

> Which formula does entry 6 have?

C4H16O3S

=====

> net charge of number 1 (C4H16NO3)?

+1